Here is a molecular structure, C15H35FGaO from OMol25. Energies are from wB97M-V/def2-TZVPD.

Cartesian coordinates (Å):
1 C -3.01 1.96 -2.59
2 O -2.44 2.09 -3.88
3 C -1.83 0.89 -4.32
4 C -0.41 0.73 -3.78
5 C 0.31 -0.49 -4.36
6 C -0.26 -1.84 -3.88
7 C 0.56 -2.49 -2.76
8 C 0.33 -1.85 -1.39
9 C -1.06 -2.08 -0.78
10 C -1.38 -1.12 0.38
11 Ga -2.00 -2.05 2.06
12 F -2.31 -0.70 3.30
13 H -2.29 1.63 -1.84
14 H -3.39 2.94 -2.30
15 H -3.85 1.25 -2.60
16 H -1.81 0.93 -5.41
17 H -2.46 0.04 -4.04
18 H 0.14 1.65 -4.01
19 H -0.45 0.63 -2.69
20 H 1.37 -0.44 -4.08
21 H 0.28 -0.43 -5.46
22 H -0.38 -2.53 -4.71
23 H -1.27 -1.67 -3.49
24 H 0.33 -3.56 -2.70
25 H 1.63 -2.42 -3.02
26 H 1.07 -2.23 -0.68
27 H 0.52 -0.77 -1.47
28 H -1.08 -3.13 -0.45
29 H -1.83 -2.01 -1.55
30 H -0.49 -0.55 0.64
31 H -2.13 -0.38 0.08
32 H -0.81 -2.96 2.67
33 H -3.38 -2.86 1.87
34 C 2.36 -0.14 1.50
35 C 2.75 0.08 2.95
36 C 1.53 0.12 3.88
37 C 0.52 1.22 3.56
38 C 1.10 2.63 3.53
39 C 1.70 3.07 4.86
40 H 1.75 0.68 1.11
41 H 3.23 -0.24 0.85
42 H 1.76 -1.05 1.41
43 H 3.33 1.00 3.05
44 H 3.41 -0.73 3.28
45 H 1.88 0.23 4.92
46 H 1.01 -0.84 3.83
47 H -0.29 1.17 4.29
48 H 0.04 1.00 2.60
49 H 0.30 3.33 3.25
50 H 1.85 2.72 2.75
51 H 0.96 3.01 5.66
52 H 2.06 4.10 4.82
53 H 2.55 2.44 5.14

- Net charge: -1
- Total energy: -73265.3938 eV
- Highest occupied orbital energy: -4.780 eV